Computed, not measured: a 2-piece molecular cluster, C4H12NO3 overall in a non-equilibrium geometry, with ωB97M-V/def2-TZVPD.

Geometry (Å):
O  -1.6223  -0.6299  1.8979
C  -1.6153  -1.1355  0.5567
C  -0.2484  -0.7804  -0.1364
N  0.5449  0.3189  0.6092
C  0.4200  1.5245  -0.2974
C  -1.0324  2.0183  -0.1879
O  -2.5160  -1.7338  0.0689
H  -2.3219  -1.0280  2.3893
H  -0.5450  -0.4707  -1.1811
H  0.5207  -1.6698  -0.2888
H  1.5807  0.0913  0.7169
H  0.1421  0.5027  1.5828
H  1.0977  2.2993  0.0681
H  0.5422  1.3399  -1.3823
H  -1.5344  1.8164  -1.1539
H  -1.6953  1.7379  0.7140
H  -1.0170  3.1214  -0.0175
H  2.7894  -2.8788  -1.8391
H  3.7661  -2.2266  -0.9103
O  2.7443  -2.2172  -1.2093

Kohn-Sham gap = 11.87 eV
E_HOMO = -15.127 eV
Total charge = +1
Calculated total energy = -439.80621 hartree

***

Computed, not measured: C47H35Br2N4ORuSb as an isolated structure, with ωB97M-V/def2-TZVPD.

Geometry (Å):
Ru  0.3874  0.0800  0.6002
Br  2.3701  -3.8256  2.1510
C  3.4566  -3.0908  0.8310
C  4.6303  -3.7159  0.4602
C  5.4569  -3.1446  -0.4990
Br  7.0049  -4.0523  -0.9671
C  5.1247  -1.8891  -1.1138
C  5.9440  -1.2511  -2.0584
C  5.5444  -0.0403  -2.5677
C  4.3324  0.5078  -2.1369
N  3.5267  -0.0715  -1.2685
C  3.9272  -1.2459  -0.7567
C  3.0405  -1.8535  0.2292
O  1.9535  -1.3392  0.5524
H  4.9108  -4.6525  0.9199
H  6.8702  -1.7084  -2.3729
H  6.1449  0.4841  -3.2950
H  4.0162  1.4671  -2.5245
N  -1.1226  1.1571  0.5471
C  -1.6079  2.2875  0.1590
C  -0.5917  3.3621  0.0595
C  -0.6811  4.3739  0.9425
C  0.5415  5.0258  1.5043
C  2.6805  4.8144  0.8865
C  2.7751  3.6902  -0.1726
C  0.7278  2.9391  -0.4877
C  -3.0249  2.5325  -0.0493
C  -3.4286  3.6809  -0.7401
C  -4.7721  3.9000  -0.9820
C  -5.7126  2.9807  -0.5373
C  -5.3169  1.8384  0.1524
C  -3.9787  1.6136  0.3960
H  -1.6317  4.5681  1.4220
H  0.2877  5.5556  2.4210
H  3.6112  5.1880  1.2991
H  3.7644  3.3509  -0.4586
H  0.6323  1.9709  -1.0048
H  -2.6885  4.3827  -1.0993
H  -5.0876  4.7831  -1.5191
H  -6.7615  3.1532  -0.7304
H  -6.0556  1.1304  0.4988
H  -3.6576  0.7380  0.9392
N  1.8892  3.2373  2.9097
C  1.7904  1.9310  2.6497
N  1.7075  1.6022  1.3918
C  1.7291  2.8507  0.6468
C  1.7180  3.8284  -1.3126
C  1.2809  5.2017  -1.6836
C  1.1991  6.1572  -0.7692
C  1.5608  5.8741  0.6444
C  1.6761  3.9828  1.6903
H  1.8994  3.6208  3.8409
H  1.7639  1.2061  3.4547
H  2.0255  3.2789  -2.2014
H  1.0141  5.3971  -2.7121
H  0.8626  7.1499  -1.0306
H  1.7865  6.7973  1.1739
C  -5.8382  -2.5289  -0.9070
C  -4.9449  -2.6271  -1.9617
C  -3.5869  -2.4531  -1.7414
C  -3.1257  -2.1686  -0.4625
C  -4.0221  -2.0720  0.5981
C  -5.3777  -2.2538  0.3739
Sb  -1.0606  -2.0545  -0.0737
C  -1.0656  -2.7864  1.8985
C  -0.8373  -1.8154  2.8738
C  -0.8095  -2.1524  4.2207
C  -1.0215  -3.4674  4.5999
C  -1.2780  -4.4361  3.6372
C  -1.3059  -4.0973  2.2945
C  -0.2508  -3.4214  -1.4333
C  -0.2702  -4.7984  -1.2385
C  0.1856  -5.6440  -2.2368
C  0.6534  -5.1205  -3.4339
C  0.6734  -3.7507  -3.6347
C  0.2250  -2.8994  -2.6342
H  -6.8943  -2.6786  -1.0798
H  -5.3027  -2.8515  -2.9565
H  -2.8973  -2.5491  -2.5721
H  -3.6710  -1.8780  1.6053
H  -6.0717  -2.1964  1.2014
H  -0.7347  -0.7485  2.6057
H  -0.6404  -1.3916  4.9707
H  -1.0074  -3.7379  5.6463
H  -1.4625  -5.4572  3.9376
H  -1.5229  -4.8638  1.5639
H  -0.6393  -5.2228  -0.3163
H  0.1695  -6.7129  -2.0847
H  1.0016  -5.7851  -4.2120
H  1.0335  -3.3439  -4.5694
H  0.2514  -1.8262  -2.8012

Kohn-Sham gap (alpha / beta) = 7.95 / 5.82 eV
2S+1 = 5
E_HOMO (alpha / beta) = -13.127 / -13.435 eV
⟨S²⟩ = 6.0507
Total charge = +2
Calculated total energy = -7588.77776 hartree

***

Computed, not measured: one molecule with the formula CH3IO2S2 in a non-equilibrium geometry, with ωB97M-V/def2-TZVPD.

Geometry (Å):
C  0.8132  -0.7786  0.2035
O  -0.5672  2.6864  1.2730
O  -0.3404  -0.0859  -1.9298
S  0.2071  2.3036  0.0565
S  -0.6760  0.0710  -0.4490
I  -2.6873  -1.2995  0.0079
H  0.8880  -1.5852  -0.4694
H  1.6482  -0.2340  0.0382
H  0.7145  -1.0777  1.2691

Kohn-Sham gap (alpha / beta) = 6.57 / 7.17 eV
E_HOMO (alpha / beta) = -8.378 / -9.650 eV
Calculated total energy = -1284.32645 hartree

***

Computed, not measured: one molecule with the formula C15H25N3O3S2 in a non-equilibrium geometry, with ωB97M-V/def2-TZVPD.

Geometry (Å):
C  -2.1530  -2.3981  3.4685
C  -2.3528  -1.3187  4.2088
C  -1.6751  -1.0737  5.5212
C  -3.2715  -0.2302  3.7560
S  -2.3137  1.2138  3.1269
C  -2.0033  0.6429  1.5379
N  -2.4706  -0.4235  0.9627
N  -1.9641  -0.4302  -0.2881
C  -1.2360  0.6314  -0.4176
C  -0.4115  1.0008  -1.6049
C  -1.2525  0.9785  -2.8870
C  -2.1992  2.1649  -2.9755
S  -3.3783  2.2810  -1.5906
C  -4.4132  0.8254  -1.9103
N  0.6968  0.0764  -1.7099
C  1.9764  0.4493  -1.4261
O  2.3143  1.5918  -1.2428
O  2.7595  -0.6377  -1.4229
C  4.1880  -0.5129  -1.2020
C  4.8196  0.3477  -2.2951
C  4.7005  -1.9510  -1.2874
C  4.4583  0.0723  0.1835
O  -1.1968  1.3546  0.7238
H  -1.4859  -3.1821  3.7845
H  -2.6426  -2.5288  2.5194
H  -2.4111  -1.0393  6.3243
H  -0.9542  -1.8556  5.7412
H  -1.1618  -0.1128  5.5008
H  -3.8569  0.1741  4.5810
H  -3.9158  -0.5455  2.9393
H  0.0239  1.9925  -1.4380
H  -0.5727  1.0096  -3.7411
H  -1.8104  0.0410  -2.9222
H  -2.7808  2.1270  -3.8973
H  -1.6454  3.1029  -2.9424
H  -3.8763  -0.0765  -1.6247
H  -4.6894  0.8069  -2.9602
H  -5.2992  0.9373  -1.2940
H  0.4878  -0.9089  -1.7540
H  4.5807  -0.0587  -3.2757
H  4.4445  1.3654  -2.2349
H  5.8988  0.3608  -2.1717
H  4.2184  -2.5639  -0.5305
H  5.7746  -1.9715  -1.1300
H  4.4760  -2.3695  -2.2648
H  3.9687  -0.5301  0.9459
H  5.5277  0.0819  0.3744
H  4.0796  1.0889  0.2417

Kohn-Sham gap = 9.05 eV
E_HOMO = -8.336 eV
Calculated total energy = -1772.93597 hartree
Structure (SMILES) = C=C(C)CSc1nnc([C@H](CCSC)NC(=O)OC(C)(C)C)o1

***

- Which value of calculated total energy does entry 3 give?
  -1284.32645 hartree